Record 1
Formula: C28H48N2O10P2
Source: the OMol25 dataset
Level of theory: the ωB97M-V functional and the def2-TZVPD basis

Properties
SMILES	COCCCCCCCCCCN1C(=O)c2c(CP(=O)(O)O)ccc([PH2]=N)c2C1=O.CCOC(C)=O.CCOC(C)=O
net charge	0

Element x y z (Å)
C (0.0546, -3.5141, 5.3596)
O (0.0235, -2.5339, 4.2873)
C (-1.1231, -1.6746, 4.5551)
C (-1.0507, -0.3571, 3.6280)
C (-1.4214, -0.6309, 2.0897)
C (-2.3332, 0.5146, 1.4186)
C (-1.8038, 2.0124, 1.6660)
C (-0.7551, 2.3875, 0.5108)
C (0.7923, 2.0552, 0.9137)
C (1.7009, 2.7520, -0.2090)
C (3.2368, 2.2901, -0.2221)
C (3.4703, 0.7109, -0.0780)
N (2.4536, -0.1162, -0.7797)
C (2.4673, -0.1126, -2.2450)
O (3.2257, 0.5734, -2.9699)
C (1.3262, -1.1711, -2.5764)
C (0.5269, -1.4731, -3.8627)
C (0.8502, -0.6412, -5.1894)
P (2.6152, -1.0644, -5.7335)
O (2.4790, -1.7104, -7.1375)
O (3.5245, 0.3668, -5.9046)
O (3.3944, -2.2053, -4.7412)
C (-0.5778, -2.5906, -3.8224)
C (-0.8548, -3.4071, -2.5050)
C (-0.0053, -3.0848, -1.2171)
P (-0.2553, -4.0657, 0.3753)
N (1.2205, -4.5332, 0.8660)
C (1.0664, -1.9751, -1.2725)
C (2.0959, -1.4105, -0.1956)
O (2.5658, -1.8796, 0.8572)
H (-0.8972, -4.1437, 5.4265)
H (0.2461, -2.9365, 6.3334)
H (0.9282, -4.2571, 5.2447)
H (-1.0647, -1.2867, 5.6451)
H (-2.1302, -2.1704, 4.3292)
H (-1.7910, 0.4411, 4.0230)
H (-0.0029, 0.1321, 3.6266)
H (-0.4874, -0.7469, 1.4148)
H (-1.9834, -1.6320, 1.9863)
H (-3.4364, 0.4110, 1.7544)
H (-2.3502, 0.2792, 0.2861)
H (-2.7177, 2.7077, 1.5148)
H (-1.3662, 2.2063, 2.7004)
H (-1.0099, 1.8066, -0.4530)
H (-0.7630, 3.4983, 0.2091)
H (0.8579, 0.9136, 0.9396)
H (1.0236, 2.4264, 1.9845)
H (1.7022, 3.8832, 0.0314)
H (1.1667, 2.6411, -1.2118)
H (3.6683, 2.6344, -1.2400)
H (3.8256, 2.8582, 0.5724)
H (3.5331, 0.4680, 1.0449)
H (4.5263, 0.4970, -0.4990)
H (0.6756, 0.4705, -5.0037)
H (0.1149, -0.9802, -5.9903)
H (4.3302, 0.2847, -5.3305)
H (4.2828, -1.8754, -4.4481)
H (-1.2238, -2.8516, -4.7377)
H (-1.6515, -4.2375, -2.5242)
H (-1.0389, -5.2388, 0.1143)
H (-0.9172, -3.2863, 1.3796)
H (1.3404, -4.1296, 1.8091)
O (2.3626, 8.0189, -3.1154)
C (2.8024, 6.9120, -3.3290)
O (4.0907, 6.6333, -3.0597)
C (4.6532, 5.3134, -3.0850)
C (5.0990, 4.9409, -4.4844)
C (1.9508, 5.8611, -3.9854)
H (3.9633, 4.5835, -2.6547)
H (5.5249, 5.3389, -2.4270)
H (4.2581, 4.9151, -5.1806)
H (5.5803, 3.9604, -4.4863)
H (5.8062, 5.6803, -4.8680)
H (1.9999, 5.9833, -5.0684)
H (0.9192, 5.9972, -3.6550)
H (2.2260, 4.8425, -3.7154)
O (-4.1277, -2.1863, 2.3782)
C (-5.1094, -2.3643, 3.0654)
O (-4.9810, -2.8623, 4.3074)
C (-6.0454, -2.9217, 5.2695)
C (-6.8675, -4.1819, 5.0925)
C (-6.4866, -2.1256, 2.5131)
H (-6.6535, -2.0147, 5.2394)
H (-5.5679, -2.9401, 6.2519)
H (-7.3542, -4.2104, 4.1152)
H (-7.6369, -4.2505, 5.8645)
H (-6.2278, -5.0656, 5.1546)
H (-6.8190, -3.0167, 1.9787)
H (-6.4383, -1.2863, 1.8166)
H (-7.2206, -1.8527, 3.2695)

Forces on the atoms, in the same order (eV/Å):
0.86 -0.36 0.55
-1.54 -0.46 1.23
0.23 2.00 -0.51
0.12 0.09 -0.69
-0.27 -0.32 -0.59
-0.09 -0.50 0.23
-0.69 0.22 -1.65
1.02 0.18 0.34
-1.15 0.04 -0.43
0.16 0.26 1.18
-0.41 0.22 -1.28
1.57 1.02 0.65
1.79 -0.22 -0.59
-0.25 -0.12 0.29
-2.60 -2.24 2.28
-2.23 -2.66 0.39
-0.56 -1.19 2.62
-0.69 -0.73 1.79
0.64 -1.72 -5.31
0.16 1.82 4.02
-0.27 -2.64 1.79
-0.15 2.94 -0.50
1.65 0.29 3.23
2.97 3.20 -0.59
-0.40 1.58 -3.24
3.50 -0.57 0.78
-2.10 0.70 0.19
-1.39 -0.62 -2.81
0.13 -0.81 0.78
-1.88 2.09 -3.74
1.05 1.03 -0.10
-0.49 -0.98 -1.12
-1.27 1.37 -0.25
-0.23 -0.87 -1.51
1.41 0.34 0.50
1.11 -1.44 -0.40
-1.58 -0.89 0.41
-1.21 0.23 1.30
0.78 1.70 0.29
1.85 0.11 -0.23
0.00 0.60 1.70
1.46 -1.03 0.45
-0.61 -0.40 -1.38
0.40 0.81 1.49
-0.26 -1.50 0.68
0.28 1.59 -0.11
-0.32 -0.40 -1.77
-0.07 -1.69 -0.50
0.95 -0.09 1.18
-0.59 -0.61 1.62
-0.81 -1.00 -0.87
-0.55 -0.06 -1.89
-1.66 0.17 0.59
0.58 -1.44 -0.17
1.44 0.37 0.80
-1.02 0.51 -0.60
-1.11 -0.45 -0.20
1.35 0.64 1.48
1.48 1.53 0.18
-0.31 1.00 -0.51
-0.25 -0.26 -0.91
0.24 -0.24 -0.58
0.61 -0.71 0.01
-0.52 0.64 -0.20
0.23 0.24 0.45
0.06 -0.12 -0.24
-0.09 0.03 -0.19
-0.36 -0.49 0.38
-0.06 0.07 -0.10
-0.17 0.24 0.02
0.03 -0.10 0.08
-0.03 0.05 0.01
0.00 -0.07 0.12
0.02 -0.03 0.06
0.13 0.20 -0.18
0.13 0.00 -0.20
-0.55 -0.31 0.76
0.21 -0.05 -0.63
0.51 0.20 0.18
-0.24 -0.20 0.04
-0.05 -0.11 -0.18
-0.31 0.63 0.09
0.03 -0.06 -0.12
0.18 0.06 -0.23
-0.05 0.06 0.10
0.06 0.02 -0.04
-0.02 0.11 0.09
0.01 0.04 0.05
0.12 -0.26 -0.06
-0.04 -0.24 0.00

---

Record 2
Formula: C28H49Br2O17S4Zn
Source: the OMol25 dataset
Level of theory: the ωB97M-V functional and the def2-TZVPD basis

Properties
net charge	+1

Element x y z (Å)
Zn (0.6949, -0.3350, 3.3547)
C (0.6282, 0.7208, -0.4905)
C (-0.4400, 0.0409, 0.3632)
O (-0.2199, 0.0331, 1.7187)
H (0.2188, 1.1352, -1.4078)
H (1.4810, 0.0488, -0.6522)
H (1.0827, 1.4929, 0.1391)
H (-0.7637, -0.9585, 0.0109)
H (-1.3826, 0.5841, 0.1371)
Br (-1.4820, 3.1503, -5.2471)
C (0.2575, 2.6532, -4.4565)
C (1.2033, 2.3255, -5.5958)
Br (0.5448, 0.6250, -6.3663)
H (0.0260, 1.8516, -3.7629)
H (0.5826, 3.5131, -3.8738)
H (2.2512, 2.2084, -5.3445)
H (1.0824, 3.1233, -6.3234)
O (1.4275, -2.1469, 2.7568)
S (2.0350, -3.1514, 1.9004)
O (3.0725, -2.7619, 1.0159)
O (2.5366, -4.3735, 2.8034)
C (2.1548, -4.4125, 4.2056)
C (2.2803, -5.8642, 4.6302)
C (0.7502, -3.9502, 0.9372)
H (1.2110, -3.9352, 4.4718)
H (2.9132, -3.8098, 4.7155)
H (1.5417, -6.4952, 4.1391)
H (2.2244, -5.9899, 5.7091)
H (3.2734, -6.1894, 4.3185)
H (0.0795, -3.1096, 0.7382)
H (0.2711, -4.6638, 1.5993)
H (1.2021, -4.3194, 0.0246)
O (-5.3968, 4.1512, -1.3233)
S (-4.1045, 4.2565, -1.9301)
O (-3.8277, 5.2142, -2.9483)
O (-3.0662, 4.4543, -0.7019)
C (-2.1603, 5.5467, -0.8230)
C (-0.8558, 5.1545, -1.4976)
C (-3.5781, 2.6280, -2.4582)
H (-1.9473, 5.9305, 0.1787)
H (-2.6249, 6.4029, -1.3116)
H (-1.1086, 4.5062, -2.3394)
H (-0.2206, 4.5803, -0.8353)
H (-0.3795, 6.0649, -1.8589)
H (-3.7437, 1.8800, -1.6836)
H (-2.5107, 2.5947, -2.6471)
H (-4.1985, 2.4394, -3.3314)
O (2.0004, 1.2168, 3.3137)
S (2.4958, 2.5596, 3.0977)
O (1.5604, 3.5899, 2.7847)
O (3.3010, 2.9419, 4.3823)
C (3.5422, 4.3479, 4.6860)
C (4.6363, 4.3450, 5.7599)
C (3.7719, 2.5297, 1.8571)
H (2.6489, 4.8696, 5.0073)
H (4.0439, 4.8080, 3.8354)
H (5.2385, 5.2481, 5.7149)
H (5.2704, 3.4785, 5.5576)
H (4.3063, 4.1543, 6.7810)
H (4.5929, 1.9206, 2.2267)
H (3.9589, 3.5712, 1.6347)
H (3.3241, 1.9689, 1.0342)
O (-2.7975, -3.1901, 4.2893)
S (-2.3862, -2.0379, 3.5492)
O (-1.1047, -1.4362, 3.8283)
O (-2.2873, -2.4033, 1.9829)
C (-3.2787, -3.3342, 1.4930)
C (-3.3258, -3.1537, -0.0040)
C (-3.6796, -0.8098, 3.5138)
H (-4.2648, -3.1659, 1.9298)
H (-2.9946, -4.3573, 1.7436)
H (-3.7016, -2.1808, -0.3211)
H (-4.0184, -3.8618, -0.4704)
H (-2.3782, -3.3862, -0.4923)
H (-3.5820, -0.3383, 2.5350)
H (-3.5361, -0.0286, 4.2532)
H (-4.6114, -1.3645, 3.5581)
C (-3.2808, -1.7449, -2.5688)
C (-2.7672, -1.6204, -3.7973)
C (-3.4695, -2.0438, -5.0376)
O (-3.1169, -1.6950, -6.1372)
C (-4.6939, -2.8272, -4.7536)
C (-5.2269, -2.9450, -3.5420)
C (-4.6315, -2.3223, -2.3290)
O (-5.2329, -2.2221, -1.2857)
H (-2.7031, -1.2866, -1.7750)
H (-1.8382, -1.0682, -3.9020)
H (-5.1399, -3.3417, -5.5984)
H (-6.1457, -3.5171, -3.4899)
C (3.2768, -0.8803, -3.3120)
C (3.7290, -2.0979, -3.0062)
C (4.5506, -2.3980, -1.8087)
O (4.7934, -3.5283, -1.4681)
C (4.9290, -1.1892, -1.0342)
C (4.4773, 0.0268, -1.3329)
C (3.5374, 0.3212, -2.4825)
O (3.0537, 1.4242, -2.5883)
H (2.4436, -0.9342, -4.0103)
H (3.4993, -2.9225, -3.6700)
H (5.5224, -1.3723, -0.1457)
H (4.6731, 0.8401, -0.6434)

Forces on the atoms, in the same order (eV/Å):
-1.20 -0.04 -2.68
0.73 -0.75 1.05
-1.36 0.36 -0.22
0.50 0.18 0.93
0.24 -0.03 -0.13
-0.24 -0.09 -0.46
-0.42 0.41 -0.24
0.76 -0.25 -0.20
0.11 0.30 0.32
0.31 0.11 0.25
-0.24 0.38 0.02
-0.93 -0.32 0.10
0.57 0.38 -0.03
0.27 -0.22 -0.17
0.08 0.09 -0.16
-0.06 -0.16 0.33
0.17 -0.29 -0.34
0.42 -0.25 0.63
-0.19 -1.53 -0.59
0.28 0.26 0.28
-0.73 1.32 -0.56
0.94 -0.07 1.25
0.29 0.19 -0.38
0.12 1.42 0.83
-0.30 -0.25 -0.73
-0.02 -0.14 0.07
-0.06 0.01 0.07
-0.18 0.16 0.02
-0.05 -0.19 0.04
-0.18 -0.22 -0.22
-0.07 -0.24 -0.29
0.01 -0.33 0.11
0.30 0.02 -0.47
0.27 -1.07 1.33
-0.03 0.03 -0.17
-0.46 0.13 -0.42
0.83 1.07 0.51
-0.82 -0.18 -0.28
-0.32 0.15 0.31
-0.20 -0.45 0.15
-0.12 -0.31 -0.33
0.19 0.23 -0.24
0.26 0.05 0.21
0.28 -0.18 0.00
-0.49 0.28 0.14
-0.07 0.41 -0.44
0.27 -0.28 -0.15
0.27 -0.68 0.67
0.11 1.48 -0.40
0.07 -0.43 0.04
-0.60 -0.54 0.22
1.66 0.34 0.72
-0.11 -0.92 0.14
-1.04 -1.12 0.37
-0.26 -0.19 -0.34
-0.65 0.08 -0.36
-0.09 0.07 0.05
0.28 0.26 -0.21
-0.38 0.36 -0.07
0.24 0.39 0.11
0.36 0.00 -0.20
-0.01 0.41 -0.26
0.29 0.47 -0.07
-0.29 -0.28 -1.33
0.31 0.24 0.92
0.10 0.18 1.46
-0.29 -0.65 -0.88
0.37 -0.58 0.09
0.57 -0.06 -0.69
0.10 0.26 0.10
0.17 0.12 0.23
0.74 -0.38 1.05
0.06 -0.10 0.63
0.34 0.19 0.30
0.00 0.00 0.02
-0.12 -0.34 0.38
-0.12 0.21 0.32
0.44 0.44 -0.46
0.31 0.44 0.29
-0.20 0.23 0.79
0.02 -0.27 0.01
0.05 -0.43 -0.69
-0.22 -0.36 -0.21
-0.35 0.46 -1.30
-1.16 0.44 -0.82
-0.31 -0.11 0.19
0.01 -0.13 -0.27
-0.10 0.22 -0.03
-0.01 0.10 0.56
-1.48 -0.53 -0.03
0.50 -0.01 -0.28
-0.19 0.68 -0.47
0.21 -0.07 0.13
0.15 -0.22 0.42
-0.35 0.05 0.06
0.96 -0.68 1.16
-0.21 -0.19 -0.55
0.42 0.96 -0.51
-0.20 -0.17 0.26
0.03 0.04 -0.03
0.13 0.20 -0.29

---

For each record above, in turn, the calculated HOMO-LUMO gap values are 6.814, 7.492 eV.